No. 1
# C20H28BeNO3P

A structure of composition C20H28BeNO3P (wB97M-V/def2-TZVPD, the OMol25 dataset).

Output
Kohn-Sham gap = 7.70 eV
Spin multiplicity = 1
Energy above the lowest of the compared OMol25 structures with the same formula, charge and spin = 5.50 kcal per mole
Lowest unoccupied orbital energy = 0.0139 Eh
Molar mass = 370.4 u

Element x y z (Å)
C -1.333 2.325 -4.217
C -0.222 2.836 -3.556
C 0.098 2.431 -2.248
C -0.689 1.492 -1.574
C -1.773 0.956 -2.271
C -2.103 1.363 -3.570
C 1.261 3.117 -1.586
C 1.363 3.020 -0.046
N 0.050 2.808 0.649
Be -0.189 1.178 0.142
C -2.661 -0.058 -1.605
P -2.224 -0.101 0.161
H 0.394 3.597 -4.039
H -2.975 0.919 -4.053
H -1.612 2.669 -5.215
H -2.509 -1.074 -1.998
H -3.727 0.201 -1.660
H 2.208 2.710 -1.990
H 1.267 4.193 -1.837
H 2.020 2.192 0.265
C -2.408 -1.829 0.610
C -3.562 0.817 0.952
H 1.796 3.940 0.384
C -0.995 3.798 0.169
C 0.248 3.034 2.122
H -1.043 0.461 1.768
H -1.056 4.627 0.882
H -0.694 4.234 -0.790
H -1.975 3.313 0.102
H -0.216 3.989 2.408
H -0.226 2.231 2.694
H 1.319 3.099 2.348
H -4.435 0.151 0.937
H -3.269 1.049 1.987
H -3.748 1.740 0.386
H -3.427 -2.133 0.345
H -1.672 -2.426 0.055
H -2.248 -1.946 1.688
H -0.255 0.703 1.597
O 1.553 -2.223 -1.782
C 2.283 -2.664 -0.734
C 2.973 -3.884 -0.884
C 3.772 -4.353 0.157
C 3.862 -3.633 1.355
C 3.136 -2.451 1.521
C 2.378 -1.923 0.475
C 1.682 -0.606 0.665
O 1.888 0.074 1.680
O 0.806 -0.213 -0.268
H 1.114 -1.375 -1.486
H 2.860 -4.452 -1.814
H 4.346 -5.274 0.029
H 4.481 -3.983 2.181
H 3.170 -1.872 2.447

---

No. 2
# C89H192B3F15N8O3S

A structure of composition C89H192B3F15N8O3S (wB97M-V/def2-TZVPD, the OMol25 dataset).

Output
Total charge = +4
Kohn-Sham gap = 0.89 eV
Spin multiplicity = 1
Lowest unoccupied orbital energy = -0.2887 Eh
Molar mass = 1772.0 u

Element x y z (Å)
C 2.970 8.860 3.830
C 4.017 7.994 4.554
C 3.572 6.562 4.511
C 4.672 5.652 5.044
N 4.938 4.398 4.240
C 3.738 3.488 4.344
C 3.955 2.780 5.651
C 5.338 3.099 6.159
C 6.056 3.621 4.933
C 5.106 4.612 2.765
C 6.271 5.490 2.365
C 6.024 5.855 0.860
H 3.180 9.893 3.842
H 2.005 8.663 4.238
H 2.890 8.618 2.782
H 4.268 8.467 5.484
H 4.962 7.924 4.008
H 3.453 6.251 3.454
H 2.640 6.357 5.017
H 4.474 5.361 6.051
H 5.611 6.161 5.021
H 3.960 2.722 3.572
H 2.808 4.048 4.215
H 3.864 1.724 5.575
H 3.208 2.954 6.437
H 5.838 2.242 6.643
H 5.298 3.809 7.008
H 6.266 2.849 4.235
H 6.849 4.388 5.163
H 4.177 4.924 2.373
H 5.376 3.597 2.346
H 7.186 4.904 2.412
H 6.233 6.474 2.867
H 6.011 4.937 0.229
H 6.866 6.427 0.407
H 5.165 6.507 0.673
C 3.635 4.737 -1.801
C 3.982 3.290 -2.351
C 2.926 2.256 -2.249
C 2.706 1.782 -0.852
N 2.149 0.367 -0.706
C 0.743 0.305 -1.147
C -0.052 0.860 0.037
C 0.661 0.166 1.160
C 2.114 0.068 0.791
C 3.020 -0.621 -1.430
C 4.532 -0.587 -1.053
C 5.292 -1.491 -1.984
H 4.332 5.529 -2.126
H 3.609 4.717 -0.674
H 2.693 5.134 -2.139
H 5.003 3.011 -2.030
H 4.225 3.431 -3.411
H 3.157 1.463 -2.941
H 2.022 2.736 -2.611
H 1.944 2.364 -0.349
H 3.586 1.734 -0.254
H 0.511 -0.744 -1.177
H 0.571 0.839 -2.106
H -1.099 0.555 0.077
H 0.026 1.929 0.098
H 0.307 -0.842 1.395
H 0.677 0.706 2.154
H 2.677 -0.874 0.854
H 2.843 0.738 1.321
H 2.782 -0.449 -2.442
H 2.627 -1.576 -1.153
H 4.645 -0.938 -0.025
H 4.960 0.393 -1.197
H 5.005 -1.204 -3.002
H 5.103 -2.540 -1.815
H 6.399 -1.459 -2.001
C 4.432 -4.525 -3.506
C 4.490 -6.104 -3.688
C 5.390 -6.906 -2.754
C 4.684 -7.050 -1.409
N 5.595 -7.465 -0.241
C 6.431 -8.704 -0.566
C 6.499 -9.639 0.680
C 5.686 -8.882 1.717
C 4.729 -8.043 0.933
C 6.502 -6.347 0.195
C 5.841 -5.161 0.928
C 6.808 -3.961 1.105
H 4.151 -4.086 -4.518
H 5.417 -4.076 -3.422
H 3.761 -4.036 -2.774
H 4.877 -6.248 -4.739
H 3.510 -6.604 -3.686
H 6.331 -6.343 -2.577
H 5.750 -7.834 -3.207
H 3.922 -7.819 -1.511
H 4.051 -6.146 -1.055
H 7.430 -8.339 -0.870
H 5.990 -9.196 -1.404
H 7.460 -9.877 0.980
H 6.095 -10.604 0.359
H 6.394 -8.192 2.258
H 5.265 -9.511 2.502
H 4.222 -7.301 1.475
H 4.121 -8.758 0.340
H 7.000 -5.945 -0.671
H 7.247 -6.807 0.908
H 5.482 -5.496 1.918
H 4.982 -4.787 0.376
H 7.615 -4.233 1.700
H 6.260 -3.094 1.446
H 7.295 -3.622 0.190
C -3.981 -0.518 -7.390
C -3.079 -1.728 -7.324
C -2.992 -2.227 -5.873
C -2.072 -3.480 -5.780
N -1.104 -3.564 -4.592
C -0.164 -2.396 -4.655
C 1.227 -2.888 -4.777
C 1.184 -4.337 -4.271
C -0.183 -4.877 -4.678
C -1.952 -3.488 -3.354
C -1.146 -3.790 -2.115
C -2.052 -3.709 -0.837
H -3.732 0.195 -6.536
H -5.028 -0.748 -7.365
H -3.846 0.029 -8.307
H -2.103 -1.515 -7.742
H -3.388 -2.635 -7.891
H -3.999 -2.560 -5.543
H -2.628 -1.475 -5.166
H -1.421 -3.538 -6.666
H -2.706 -4.362 -5.866
H -0.267 -1.830 -3.721
H -0.421 -1.694 -5.444
H 1.890 -2.421 -4.068
H 1.618 -2.881 -5.793
H 1.273 -4.369 -3.181
H 1.973 -4.996 -4.751
H -0.675 -5.609 -4.025
H -0.271 -5.161 -5.737
H -2.784 -4.239 -3.484
H -2.362 -2.545 -3.331
H -0.318 -3.076 -2.023
H -0.694 -4.805 -2.190
H -1.368 -3.802 0.077
H -2.822 -4.521 -0.811
H -2.494 -2.652 -0.774
C -0.368 8.808 -10.523
C -0.598 7.294 -10.964
C -0.140 6.272 -9.910
C -0.100 4.939 -10.647
N 0.105 3.718 -9.795
C 0.354 2.498 -10.698
C -0.158 1.313 -9.852
C -1.353 1.840 -9.106
C -1.252 3.368 -9.114
C 1.092 3.987 -8.708
C 2.568 4.278 -9.122
C 3.240 4.906 -7.965
H -0.756 8.884 -9.526
H -1.016 9.361 -11.163
H 0.714 9.078 -10.581
H -0.177 7.015 -11.976
H -1.681 7.243 -11.201
H -0.827 6.188 -9.108
H 0.844 6.519 -9.523
H 0.717 5.004 -11.364
H -1.067 4.769 -11.256
H 1.400 2.405 -10.944
H -0.192 2.697 -11.600
H 0.708 0.874 -9.338
H -0.606 0.470 -10.451
H -1.428 1.411 -8.080
H -2.214 1.583 -9.664
H -1.262 3.817 -8.141
H -2.063 3.654 -9.817
H 1.122 3.156 -8.087
H 0.618 4.824 -8.218
H 2.654 4.890 -10.053
H 2.999 3.308 -9.354
H 4.332 4.756 -8.154
H 2.967 4.446 -7.019
H 3.038 5.930 -7.836
C -11.056 -2.876 4.838
C -11.546 -4.008 5.295
C -12.682 -4.187 6.138
C -13.169 -5.714 6.418
N -14.219 -5.731 7.461
C -13.386 -5.662 8.851
C -13.397 -6.996 9.567
C -14.586 -7.650 9.052
C -14.775 -7.327 7.506
C -15.245 -4.804 7.401
C -16.006 -4.709 6.024
C -17.274 -3.821 6.108
H -10.146 -2.693 4.200
H -11.528 -1.897 4.965
H -11.752 -3.373 4.020
H 0.339 -14.170 2.380
H -10.922 -4.908 5.016
H -13.394 -3.332 6.090
H -12.621 -3.794 7.147
H -12.375 -6.439 6.599
H -13.595 -5.678 5.428
H -14.048 -5.007 9.402
H -12.341 -5.349 8.677
H -13.093 -6.833 10.618
H -12.484 -7.489 9.204
H -15.406 -7.278 9.596
H -14.621 -8.784 9.175
H -15.699 -7.253 6.875
H -14.064 -7.842 6.839
H -14.834 -3.845 7.492
H -15.935 -4.812 8.197
H -16.261 -5.661 5.566
H -15.452 -4.343 5.091
H -17.111 -2.787 6.398
H -17.916 -4.334 6.857
H -17.710 -3.934 5.101
C -2.490 -3.990 3.683
C -1.045 -3.812 3.176
C 0.009 -4.200 4.245
C 1.364 -3.643 3.836
N 2.458 -3.904 4.779
C 2.349 -3.071 6.046
C 3.363 -1.970 5.970
C 4.507 -2.679 5.158
C 3.796 -3.467 4.073
C 2.619 -5.407 5.125
C 2.621 -6.339 3.976
C 2.766 -7.739 4.487
H -2.718 -5.068 3.962
H -3.297 -3.565 3.051
H -2.606 -3.572 4.638
H -0.943 -2.735 3.024
H -0.840 -4.276 2.193
H -0.072 -5.268 4.504
H -0.358 -3.697 5.179
H 1.274 -2.551 3.696
H 1.680 -4.055 2.812
H 2.659 -3.669 6.897
H 1.379 -2.598 6.245
H 3.656 -1.583 6.919
H 3.093 -1.221 5.287
H 5.078 -3.376 5.853
H 5.139 -1.866 4.714
H 4.360 -4.362 3.815
H 3.517 -2.876 3.186
H 1.817 -5.629 5.829
H 3.565 -5.520 5.601
H 3.340 -6.093 3.211
H 1.665 -6.298 3.449
H 2.072 -8.381 3.939
H 2.503 -7.798 5.653
H 3.716 -8.131 4.309
C 2.506 8.858 -0.845
C 1.425 7.878 -0.675
C 0.409 8.349 0.291
C -0.599 7.318 0.713
N -1.540 7.584 1.834
C -0.899 7.819 3.152
C -1.926 7.424 4.225
C -2.765 6.339 3.511
C -2.372 6.302 2.077
C -2.425 8.789 1.553
C -3.047 8.722 0.178
C -3.933 9.980 -0.023
H 2.066 9.681 -1.407
H 3.365 8.313 -1.322
H 2.842 9.097 0.214
H 1.818 6.927 -0.303
H 0.939 7.621 -1.637
H -0.215 9.161 -0.050
H 0.956 8.709 1.203
H -0.048 6.411 1.052
H -1.230 7.021 -0.134
H -0.505 8.819 3.109
H -0.032 7.129 3.189
H -2.582 8.243 4.516
H -1.366 6.925 5.072
H -3.886 6.540 3.577
H -2.597 5.364 4.016
H -3.250 6.369 1.478
H -1.616 5.542 1.845
H -1.782 9.654 1.537
H -3.123 8.822 2.354
H -3.638 7.817 -0.002
H -2.266 8.568 -0.591
H -3.300 10.843 -0.030
H -4.749 9.974 0.718
H -4.399 9.883 -1.022
B 2.228 -3.981 0.235
F 2.211 -5.043 1.282
F 0.980 -3.260 0.176
F 3.244 -3.079 0.624
F 2.309 -4.538 -1.081
B 1.241 4.286 1.732
F 0.682 4.138 0.417
F 1.952 5.518 1.773
F 0.229 4.295 2.703
F 2.248 3.224 1.864
B 5.563 0.617 2.460
F 5.184 -0.612 1.876
F 5.181 0.577 3.793
F 6.998 0.701 2.400
F 4.904 1.576 1.727
C -1.238 1.846 -5.099
F -1.776 2.571 -6.072
F -1.292 2.604 -3.941
F -2.060 0.810 -4.766
S 0.492 1.268 -5.500
O 0.163 0.320 -6.527
O 1.080 2.481 -6.036
O 0.952 0.663 -4.264

---

No. 3
# C34H31AlN8O2S2Se

A structure of composition C34H31AlN8O2S2Se (wB97M-V/def2-TZVPD, the OMol25 dataset).

Output
Kohn-Sham gap = 4.81 eV
Spin multiplicity = 1
Lowest unoccupied orbital energy = -0.0408 Eh
Molar mass = 753.8 u

Element x y z (Å)
Al 0.149 -0.161 0.018
C -0.767 -3.502 1.784
C -1.075 -3.729 0.327
C -2.032 -4.678 -0.024
C -2.266 -4.996 -1.349
C -1.531 -4.371 -2.346
C -0.584 -3.408 -2.032
C 0.219 -2.750 -3.119
C -0.383 -3.073 -0.689
N 0.547 -2.024 -0.379
C 1.843 -2.437 -0.282
O 2.292 -3.564 -0.362
C 2.773 -1.259 -0.093
C 4.154 -1.257 -0.107
C 4.796 -0.021 -0.061
C 4.066 1.168 -0.047
C 2.689 1.067 -0.042
N 2.106 -0.120 -0.013
C 1.677 2.186 -0.166
O 2.064 3.337 -0.102
N 0.414 1.708 -0.386
C -0.474 2.754 -0.845
C -0.469 3.046 -2.207
C 0.341 2.222 -3.172
C -1.236 4.108 -2.662
C -1.994 4.860 -1.781
C -1.998 4.546 -0.434
C -1.236 3.492 0.054
C -1.243 3.168 1.521
H -1.682 -3.448 2.375
H -0.190 -2.594 1.947
H -0.170 -4.332 2.168
H -2.584 -5.183 0.761
H -3.011 -5.738 -1.607
H -1.699 -4.628 -3.385
H -0.229 -2.933 -4.095
H 1.238 -3.144 -3.135
H 0.300 -1.671 -2.976
H 4.689 -2.192 -0.177
H 5.878 0.019 -0.076
H 4.530 2.143 -0.068
H 0.196 1.150 -3.005
H 1.412 2.421 -3.075
H 0.048 2.442 -4.197
H -1.261 4.325 -3.722
H -2.604 5.675 -2.147
H -2.614 5.114 0.253
H -1.853 3.888 2.065
H -0.233 3.186 1.940
H -1.673 2.181 1.698
N 1.826 0.570 3.118
C 0.505 0.292 3.086
N -0.172 -0.048 2.014
C -1.511 -0.294 2.326
C -1.829 -0.167 3.625
S -0.436 0.306 4.527
C -2.370 -0.614 1.194
C -3.635 -1.066 1.202
S -4.186 -1.310 -0.405
C -2.662 -0.799 -1.016
N -1.792 -0.477 -0.068
N -2.427 -0.777 -2.334
H 2.297 0.813 2.259
H 2.201 0.990 3.952
H -2.789 -0.279 4.097
H -4.270 -1.257 2.049
H -3.255 -0.788 -2.914
H -1.749 -0.097 -2.650
Se -4.147 1.838 -2.013
C -5.066 2.631 -0.567
C -6.008 3.653 -0.732
C -6.605 4.230 0.375
N -6.354 3.886 1.641
C -5.461 2.908 1.801
C -4.808 2.269 0.763
H -6.258 3.994 -1.728
H -7.329 5.028 0.240
H -5.251 2.624 2.830
H -4.076 1.497 0.975

---

No. 4
# C27H20BCrF3O3

A structure of composition C27H20BCrF3O3 (wB97M-V/def2-TZVPD, the OMol25 dataset).

Output
Total charge = +3
Kohn-Sham gap (spin up / spin down) = 4.74 / 4.04 eV
Spin multiplicity = 4
Energy above the lowest of the compared OMol25 structures with the same formula, charge and spin = 0.00 kcal per mole
Lowest unoccupied orbital energy (spin up / spin down) = -0.4300 / -0.4941 Eh
Molar mass = 512.3 u

Element x y z (Å)
F -1.928 -0.379 -1.369
B -1.822 -0.010 -0.041
F -2.257 1.272 0.254
F -2.170 -0.990 0.858
C -0.036 0.190 0.058
C 0.357 0.665 1.392
C 0.553 -0.164 2.430
H 0.384 -0.798 -0.175
H 0.152 0.931 -0.730
H 0.479 1.748 1.493
H 0.854 0.204 3.411
H 0.417 -1.237 2.275
O 4.943 3.901 1.791
C 4.292 4.458 2.582
Cr 3.116 5.288 3.809
C 1.913 3.911 3.474
O 1.128 3.075 3.253
C 2.305 6.226 2.386
O 1.783 6.742 1.479
C 4.393 6.813 4.657
C 4.840 5.546 5.054
C 3.953 4.639 5.648
C 2.606 4.978 5.907
C 1.665 3.929 6.332
C 0.926 2.950 6.427
C 0.091 1.823 6.478
C -1.195 1.944 5.775
C -1.628 3.240 5.358
C -2.796 3.435 4.619
C -3.604 2.350 4.270
C -3.230 1.064 4.679
C -2.064 0.877 5.429
C 0.601 0.661 7.214
C 1.742 0.828 8.058
C 2.329 -0.240 8.742
C 1.802 -1.530 8.634
C 0.666 -1.735 7.839
C 0.083 -0.662 7.156
C 2.163 6.241 5.447
C 3.050 7.156 4.862
H 5.067 7.496 4.136
H 5.866 5.241 4.860
H 4.287 3.624 5.884
H -1.021 4.106 5.616
H -3.079 4.441 4.306
H -4.513 2.499 3.682
H -3.856 0.206 4.401
H -1.828 -0.126 5.729
H 2.173 1.824 8.167
H 3.212 -0.071 9.360
H 2.272 -2.369 9.152
H 0.248 -2.746 7.749
H -0.780 -0.873 6.553
H 1.100 6.492 5.526
H 2.679 8.119 4.515

---

no.,calculated total energy (eV)
1,-38517.00376
2,-167072.78087
3,-145397.47594
4,-71685.27592